{
  "formula": "C66H110CsN5O5P4S2Si3Te2",
  "method": "ωB97M-V/def2-TZVPD",
  "gap_ev": 4.68,
  "total_energy_ev": -185519.2641,
  "homo_ha": -0.0576,
  "charge": -2,
  "relative_energy_kcal_mol": 18.69,
  "elements": ["H", "C", "N", "H", "C", "H", "H", "H", "H", "H", "H", "H", "H", "H", "C", "C", "C", "C", "C", "H", "C", "C", "C", "H", "H", "C", "H", "C", "N", "H", "C", "H", "C", "C", "H", "C", "H", "H", "C", "C", "H", "C", "H", "H", "H", "C", "H", "H", "Cs", "C", "C", "H", "H", "Te", "C", "H", "C", "H", "H", "H", "H", "H", "H", "H", "C", "H", "C", "H", "C", "C", "H", "C", "H", "C", "C", "N", "H", "H", "H", "H", "H", "C", "Si", "H", "H", "P", "C", "H", "P", "N", "H", "C", "H", "H", "H", "H", "H", "C", "C", "H", "H", "C", "H", "H", "H", "C", "H", "O", "H", "H", "H", "H", "H", "H", "H", "H", "C", "H", "C", "H", "N", "H", "C", "H", "H", "C", "H", "H", "C", "C", "C", "S", "H", "H", "S", "C", "P", "H", "H", "C", "C", "H", "C", "H", "C", "Te", "H", "H", "H", "C", "H", "H", "H", "H", "H", "H", "Si", "O", "C", "H", "O", "O", "H", "H", "O", "H", "H", "H", "H", "C", "H", "P", "C", "H", "H", "C", "C", "C", "C", "C", "H", "Si", "H", "C", "H", "C", "H", "C", "H", "H", "H", "C", "H", "C", "C", "H", "H", "C"],
  "xyz": [[-2.841, 7.100, 0.153], [-2.540, 4.811, 1.566], [2.743, 0.240, -2.797], [6.102, 2.674, -3.639], [2.691, 1.377, -5.330], [1.034, -2.717, -3.044], [-2.674, -6.296, -0.270], [-4.574, -6.933, 4.718], [1.724, -8.353, 0.630], [-6.308, 1.189, 6.249], [2.707, -5.909, 2.921], [-2.554, 5.353, 2.510], [2.800, -5.513, 1.191], [1.846, 2.807, 3.865], [-2.516, -3.733, 3.989], [1.391, -3.717, -2.836], [-2.975, -2.859, -3.618], [-5.565, -2.212, 5.337], [0.782, -8.026, 1.059], [2.689, 6.682, -1.391], [-1.457, -1.519, -2.209], [-4.374, 1.855, 6.888], [1.675, 5.626, -3.674], [1.710, 8.147, -1.317], [4.849, -0.011, -1.795], [-4.918, 0.698, -0.651], [-7.426, -2.326, 2.525], [5.348, 1.630, 1.196], [-1.936, -0.390, -2.796], [-1.586, -3.479, -2.090], [-1.937, -6.561, 0.483], [4.292, 4.297, 1.081], [3.866, -2.647, -1.227], [-1.089, -9.068, -1.129], [-0.019, 5.659, 2.135], [4.896, -0.193, 3.238], [-4.038, 5.050, -2.223], [-0.283, -9.608, -1.616], [-2.623, 1.649, 5.275], [0.300, 7.699, -3.680], [7.025, 0.694, -2.466], [6.147, -0.102, 2.651], [3.803, -1.929, -4.375], [2.661, 1.399, -0.850], [-5.023, 0.119, -1.563], [4.041, -2.984, -4.298], [-2.267, 3.777, 1.761], [2.766, -0.652, 5.363], [0.181, -0.541, 0.693], [-4.014, -5.469, 3.249], [-0.113, 5.227, 1.139], [3.631, 2.884, -0.892], [0.892, 5.167, -4.268], [0.453, -4.287, -0.955], [-2.660, 2.781, -2.875], [-7.620, -2.696, 4.974], [-3.517, 1.144, 4.335], [2.738, 1.896, 5.129], [2.847, 7.919, -2.653], [-1.612, -5.643, 0.964], [-1.843, -8.853, -1.880], [7.356, 0.876, 1.179], [6.948, -0.744, 2.994], [1.081, -0.955, 4.864], [-2.895, -1.332, 2.794], [-1.560, 0.481, -2.448], [-4.692, 2.165, 1.687], [-2.910, -0.357, -3.037], [2.150, 7.413, -1.988], [3.327, 4.193, 1.578], [-0.133, -6.435, -2.535], [-3.973, 0.985, 1.541], [0.094, 4.158, 1.182], [-5.532, 2.594, 0.677], [-4.027, 4.827, -3.286], [4.969, 0.588, -2.597], [5.059, 2.425, -5.868], [-1.590, 1.764, 4.975], [1.735, -4.580, 2.253], [-0.072, 8.536, -3.094], [-5.643, -2.369, 6.406], [2.680, -5.109, 2.190], [-0.646, 4.705, -1.914], [-2.437, -7.160, 1.238], [2.622, 4.919, 1.178], [-1.500, -2.226, 3.634], [3.950, -5.480, -2.516], [0.594, 5.697, 0.460], [2.091, 0.464, 3.240], [3.878, 1.425, -4.505], [-3.238, -3.912, -3.682], [-1.804, 6.946, 0.447], [1.000, -0.387, -3.715], [0.832, 0.915, -2.526], [5.540, 2.351, 0.414], [-1.614, 7.486, 1.376], [-3.535, 4.830, 1.125], [5.133, 1.560, -5.197], [6.272, 1.758, -4.204], [5.122, -3.085, -4.302], [-4.878, 4.192, -3.531], [-4.070, 0.271, 0.353], [-2.496, -2.551, -4.555], [2.612, 0.402, -5.845], [-3.133, -5.952, 6.470], [2.708, 2.437, -0.524], [5.724, -5.406, 1.048], [-1.706, 4.821, -0.642], [2.377, -1.818, 4.056], [3.659, -3.479, -5.186], [-5.571, 0.590, 3.990], [3.566, -5.933, -1.608], [-4.103, 5.761, -3.840], [4.738, -0.887, 4.053], [-3.276, -3.900, 1.998], [-2.777, 2.954, -1.810], [2.112, -0.866, 4.514], [1.412, -6.745, -1.781], [6.374, 0.806, 1.630], [-0.545, 7.180, -4.123], [-2.104, -2.675, -2.491], [-3.390, 3.212, -5.476], [3.800, 0.710, -3.322], [6.759, -4.631, 2.252], [-1.671, 2.365, -3.030], [-3.183, -5.492, 5.491], [-3.508, -1.656, 5.424], [7.225, 1.825, -4.731], [-1.528, 5.438, 0.598], [-2.702, 4.120, -3.610], [-4.854, 0.980, 4.701], [-0.371, -3.079, 2.192], [-5.280, -1.690, 1.536], [-1.160, 7.326, -0.341], [-1.117, 1.397, 2.502], [-5.270, 1.331, 5.971], [-2.781, 0.425, 2.816], [0.991, -7.213, 1.741], [-1.537, -9.733, -0.398], [-5.656, 1.859, -0.489], [1.908, 1.870, 4.416], [-1.629, 3.389, -5.323], [-2.456, -4.343, 5.233], [6.461, -0.352, -3.787], [1.042, 6.695, -2.781], [4.231, -3.686, 2.589], [-3.438, 2.111, -3.240], [5.739, -5.991, 2.716], [3.451, 4.370, 2.648], [-3.983, -6.048, 4.509], [2.767, 2.156, -6.097], [0.964, 1.711, 4.937], [1.029, -4.383, -3.613], [0.957, 8.074, -4.464], [3.662, -6.114, -3.350], [1.542, 2.585, -3.971], [3.271, -3.696, -2.694], [0.154, 6.172, -1.854], [3.856, 0.606, 2.787], [0.382, -8.853, 1.637], [-0.461, -1.518, -1.490], [0.232, 3.435, -1.989], [-2.627, 4.802, -5.670], [-6.102, 3.506, 0.798], [-1.644, 4.949, -3.251], [2.124, 4.854, -3.058], [-4.626, -5.907, 2.469], [-4.597, 2.735, 2.602], [5.035, -5.484, -2.456], [5.803, -5.111, 2.087], [-2.336, 2.442, 7.237], [2.603, 2.501, 1.295], [-2.588, 3.861, -5.125], [3.665, -1.601, -1.434], [-3.494, -0.644, 0.258], [1.447, 0.545, -3.348], [-3.276, -4.335, 2.989], [-4.366, -1.819, 4.782], [-6.677, -2.399, 4.532], [-4.221, -1.635, 3.401], [5.343, 0.672, -5.824], [-0.454, -7.464, -0.277], [-4.708, 2.126, 7.882], [1.475, 1.607, -4.444], [-6.334, 2.188, -1.266], [-6.565, -2.190, 3.167], [-1.836, -3.902, 6.006], [-3.043, 2.019, 6.533], [4.928, -2.778, -1.020], [2.431, 6.071, -4.321], [0.558, 1.572, -5.033], [-5.356, -1.819, 2.608], [3.319, -2.901, -0.323], [0.403, -6.393, -1.587], [6.255, 0.583, -3.235], [-3.901, -2.289, -3.501], [1.838, 2.962, -0.942], [4.088, 1.527, 1.760]]
}